(1)
Here is C16H28BCl3O3Pb as an isolated structure in a non-equilibrium geometry from the OMol25 dataset. Energies are from the ωB97M-V functional and the def2-TZVPD basis.

The geometry in XYZ format:
```
52
Properties=species:S:1:pos:R:3:forces:R:3
C -0.775802 0.657915 -3.604106 0.73 -0.60 1.09
C -1.625338 -0.487783 -3.533873 0.98 -0.63 0.97
C -0.797717 -1.619978 -3.302440 0.40 1.28 -0.22
C -3.084831 -0.532166 -3.774066 -0.18 -0.01 -0.06
C 0.551640 -1.176899 -3.218194 -1.57 0.88 -0.54
C 0.568943 0.232352 -3.398166 -1.27 -0.84 -0.19
C 1.767192 1.078932 -3.486408 0.62 0.48 -0.15
C -1.223786 2.028558 -3.930241 -0.07 0.59 -0.27
C -1.269894 -3.013778 -3.198342 -0.17 -0.39 0.06
C 1.719024 -2.060428 -3.069777 0.39 -0.31 0.19
Pb -1.918526 0.824801 -0.337975 1.62 -0.46 -1.16
Cl -3.957416 -0.450339 0.387054 -0.86 -0.23 0.23
Cl 1.326800 1.560092 0.385529 -0.81 -1.68 2.51
Cl -0.573643 -1.308328 0.086575 -0.18 0.17 0.25
H -3.547190 0.434265 -3.559938 -0.18 0.01 0.00
H -3.559054 -1.295099 -3.147501 -0.14 0.07 -0.08
H -3.295807 -0.768825 -4.822085 -0.30 -0.09 -0.21
H -2.095209 -3.099112 -2.474560 0.15 -0.20 -0.05
H -0.450127 -3.679031 -2.892730 -0.26 0.03 0.03
H -1.642427 -3.367474 -4.170930 -0.08 -0.24 0.04
H 1.597024 -2.712651 -2.194281 0.25 0.00 -0.03
H 2.636167 -1.470982 -2.963457 -0.07 -0.24 0.11
H 1.835916 -2.702695 -3.953195 0.14 -0.13 0.03
H 2.653062 0.488869 -3.202530 -0.05 0.29 -0.07
H 1.709405 1.958740 -2.790597 0.17 -0.50 -0.46
H 1.914898 1.412309 -4.528311 0.17 0.08 0.02
H -2.125980 2.322355 -3.357969 0.31 0.10 -0.19
H -1.494854 2.101504 -4.997333 -0.05 0.18 0.01
H -0.417174 2.753125 -3.742624 -0.31 -0.12 0.11
O 1.524029 2.842382 -1.326725 1.38 2.36 -0.82
H 2.414764 3.112070 -0.991323 -1.00 -0.09 -0.62
C 2.238993 -0.287494 4.961518 -0.09 0.36 0.31
C 1.159051 -0.248923 3.894532 -0.35 -0.48 0.02
C 0.455816 -1.594075 3.825307 -0.30 -0.52 -0.24
O 1.817679 -0.022731 2.607133 -0.56 -0.24 1.99
B 0.944317 0.772842 1.960655 0.63 1.42 -3.64
O -0.192331 1.198399 2.594471 0.21 -0.28 1.49
C 0.073301 0.919384 3.991463 0.36 0.15 -0.03
C -1.251671 0.590685 4.643502 -0.42 -0.58 0.29
C 0.621813 2.198823 4.657156 0.18 0.20 -0.29
H 2.973279 -1.072211 4.714711 -0.32 0.30 0.08
H 1.794226 -0.503362 5.952624 0.23 0.08 -0.39
H 2.748547 0.684404 5.005004 0.02 -0.32 0.06
H 1.153301 -2.376565 3.516667 0.12 0.15 -0.03
H 0.056232 -1.894046 4.802185 -0.03 0.17 -0.09
H -0.357414 -1.598407 3.082650 0.29 0.08 0.19
H -1.125592 0.411487 5.717948 0.01 -0.04 -0.07
H -1.940729 1.432460 4.533301 0.20 0.05 -0.06
H -1.759564 -0.278271 4.202122 0.32 0.24 0.05
H 1.560577 2.554932 4.189997 -0.42 -0.29 0.16
H -0.127478 2.993379 4.519720 0.23 -0.22 0.08
H 0.793567 2.056582 5.737836 -0.07 -0.02 -0.37
```
Forces are in eV/Å.

Calculated values
Energy relative to the best compared isomer or geometry (same formula, charge and spin) in eV: 0.000
E_LUMO in eV: 4.27
Frontier orbital gap in hartree: 0.141
Max |F| in Eh/bohr: 0.077
Charge: -2
Spin multiplicity: 1

(2)
Here is C16H28BCl3O3Ru as an isolated structure in a non-equilibrium geometry from the OMol25 dataset. Energies are from the ωB97M-V functional and the def2-TZVPD basis.

The geometry in XYZ format:
```
52
Properties=species:S:1:pos:R:3:forces:R:3
C 1.248983 -2.799931 -0.927802 -0.97 -0.95 -0.23
C 0.404307 -3.093533 -2.058662 -0.64 -0.38 1.98
C -0.938513 -3.344942 -1.540798 1.41 -0.05 1.11
C 0.778639 -3.243149 -3.475119 0.17 0.03 -0.70
C -0.875270 -3.133855 -0.109862 0.70 -0.68 -1.08
C 0.460763 -2.865763 0.239263 0.23 -0.12 -0.52
C 0.982948 -2.789191 1.628734 0.06 0.26 0.23
C 2.719863 -2.678711 -0.993747 0.37 0.17 -0.07
C -2.008737 -4.030520 -2.292013 -0.38 -0.12 -0.29
C -2.001866 -3.240363 0.841524 -0.29 0.05 0.18
Ru -0.798872 -1.243792 -2.105996 0.34 -0.31 1.65
Cl -2.142926 -1.148367 -3.884253 -1.98 0.37 -2.80
Cl 0.903918 0.175059 -2.517198 2.17 1.78 -0.69
Cl -2.094930 -0.206407 -0.517166 -1.42 1.12 1.61
H 1.864034 -3.174302 -3.574510 0.01 -0.12 -0.23
H 0.326290 -2.429605 -4.066703 0.30 -0.43 -0.19
H 0.408361 -4.198096 -3.872376 0.19 0.00 -0.15
H -2.251811 -3.457126 -3.194675 -0.18 -0.42 0.10
H -2.905109 -4.109712 -1.666835 -0.02 -0.08 -0.18
H -1.669459 -5.035075 -2.575332 -0.22 -0.19 -0.05
H -2.916185 -2.824322 0.407827 0.05 0.01 0.10
H -1.779839 -2.679606 1.759082 -0.18 -0.08 -0.16
H -2.194993 -4.282389 1.121953 -0.11 -0.13 0.11
H 0.223033 -2.369096 2.299540 0.19 0.02 0.06
H 1.876941 -2.155521 1.672092 -0.13 -0.06 0.14
H 1.251212 -3.784365 2.022228 0.00 0.11 0.03
H 3.029613 -2.108324 -1.881099 0.01 -0.02 0.27
H 3.179757 -3.678064 -1.052481 0.15 0.06 -0.03
H 3.113759 -2.191569 -0.094778 0.07 0.06 -0.19
O 1.605992 0.534234 1.903468 0.07 -0.21 0.59
H 1.526516 0.308921 2.840738 0.06 -0.12 -0.32
C -1.431634 3.029111 0.098078 -0.16 -0.12 0.13
C -0.013646 3.389729 0.513588 -0.27 0.04 0.17
C 0.472093 4.447223 -0.458806 0.30 0.21 0.04
O 0.846614 2.241695 0.394315 -0.05 0.02 1.17
B 0.928768 1.675884 1.661150 -0.35 0.55 -1.14
O 0.321865 2.448965 2.657370 0.23 0.14 -0.24
C 0.107368 3.743224 2.058601 0.37 0.25 -0.39
C 1.336578 4.619945 2.338247 0.36 -0.11 -0.05
C -1.080144 4.409191 2.711670 -0.58 0.02 -0.10
H -1.411114 2.550487 -0.885578 0.02 -0.10 0.26
H -2.023654 3.945122 0.021976 -0.06 0.06 0.04
H -1.929255 2.349805 0.797483 0.18 -0.04 -0.23
H 0.368969 4.056433 -1.476717 0.10 0.00 0.20
H -0.134940 5.354483 -0.381846 0.01 -0.02 0.05
H 1.516349 4.709828 -0.278364 -0.03 -0.03 -0.14
H 1.157871 5.665089 2.057065 -0.03 -0.20 -0.06
H 1.560640 4.604550 3.413947 -0.02 -0.10 -0.23
H 2.211797 4.265221 1.771243 -0.21 0.04 0.32
H -2.015339 3.901180 2.459094 0.13 0.07 0.11
H -0.967426 4.414855 3.801549 0.09 -0.10 -0.14
H -1.148179 5.455460 2.390888 -0.07 -0.16 -0.06
```
Forces are in eV/Å.

Calculated values
Energy relative to the best compared isomer or geometry (same formula, charge and spin) in eV: 0.157
E_LUMO (spin up / spin down) in eV: 4.28 / 4.27
Frontier orbital gap (spin up / spin down) in hartree: 0.115 / 0.136
Max |F| in Eh/bohr: 0.067
Charge: -2
Spin multiplicity: 5